Entry 1:
Here is C45H54CdN8O2 as an isolated structure from the OMol25 dataset. Energies are from the ωB97M-V functional and the def2-TZVPD basis.

```
110
Properties=species:S:1:pos:R:3
Cd 0.02360 -0.60261 -0.11106
C 1.88062 -3.22484 -1.07253
C 1.25570 -3.64827 0.25306
N -0.09932 -3.11925 0.44255
C -1.13915 -3.78042 -0.33043
C -1.22065 -3.27912 -1.75962
C -1.61454 -4.09376 -2.81180
C -1.68524 -3.54047 -4.08121
C -1.33909 -2.21125 -4.26801
C -0.95449 -1.46473 -3.16161
C -0.58663 0.00119 -3.28089
N 0.39875 0.44139 -2.30136
C 1.79770 0.20900 -2.65963
C 2.20155 -1.25726 -2.51097
N 1.83880 -1.78090 -1.20599
N -0.92385 -1.99879 -1.94759
H 1.33862 -3.66974 -1.91361
H 2.90559 -3.61720 -1.11549
H 1.86190 -3.24847 1.07074
H 1.26379 -4.74608 0.31243
H -0.31937 -3.15114 1.43235
H -2.09807 -3.56162 0.14950
H -1.02265 -4.87382 -0.34196
H -1.84861 -5.13525 -2.63951
H -1.98621 -4.14856 -4.92383
H -1.35552 -1.76146 -5.25136
H -1.50109 0.58003 -3.11554
H -0.25548 0.19796 -4.31000
H 0.24774 1.41557 -2.06784
H 2.39932 0.81292 -1.98234
H 2.01213 0.53642 -3.68660
H 3.27504 -1.35155 -2.72396
H 1.67867 -1.85627 -3.26485
H 2.37756 -1.36290 -0.44099
C -5.65533 2.22856 -5.55383
O -4.69726 2.78144 -4.67595
C -5.07928 2.99655 -3.38300
C -6.32335 2.66380 -2.86419
C -6.59587 2.93096 -1.52655
C -5.63583 3.47995 -0.69675
C -4.40014 3.84604 -1.23404
C -4.12846 3.60980 -2.56309
N -6.03553 3.77324 0.65442
N -5.28872 3.54306 1.61180
C -4.04010 2.87880 1.41596
C -2.91824 3.46824 1.95198
C -1.63270 2.99898 1.67969
C -1.42228 1.87941 0.87027
O -0.25748 1.50235 0.48325
C -2.61298 1.13219 0.49324
N -2.41914 -0.06928 -0.10719
C -3.46000 -0.76497 -0.49779
C -4.78415 -0.34721 -0.28594
C -5.00360 0.84127 0.34828
C -3.90921 1.64166 0.74174
H -5.17414 2.16213 -6.52655
H -6.53898 2.86797 -5.63063
H -5.96085 1.22859 -5.23127
H -7.08865 2.21578 -3.47951
H -7.56953 2.69823 -1.11616
H -3.65235 4.31462 -0.60955
H -3.17973 3.89680 -2.99471
H -3.05161 4.36254 2.54920
H -0.76357 3.51486 2.06321
H -3.26241 -1.71883 -0.97425
H -5.60469 -0.97656 -0.60202
H -6.01300 1.17049 0.56248
C -1.91523 -1.34895 3.93528
C -0.41353 -1.23393 3.93999
C 0.32624 -1.29686 5.12193
C 1.70593 -1.10903 5.05761
C 2.53434 -1.17296 6.31656
C 2.34780 -0.85547 3.85098
C 1.64398 -0.78079 2.61838
C 0.26490 -1.00803 2.76763
N 2.06126 -0.48637 1.36713
C 3.39198 0.07068 1.19894
C 3.52909 0.57560 -0.24595
C 4.88541 1.23421 -0.52272
C 5.09743 2.42321 0.41427
C 4.99454 1.93261 1.85813
C 6.07897 0.88316 2.11743
C 5.90493 -0.29640 1.15610
C 5.99355 0.20541 -0.28715
C 4.53741 -0.94674 1.38809
C 3.61264 1.31699 2.08178
H -2.27752 -1.82431 4.84641
H -2.27324 -1.92986 3.07999
H -2.37689 -0.36085 3.86649
H -0.16410 -1.47388 6.07091
H 1.90381 -1.27918 7.19868
H 3.13473 -0.26965 6.43620
H 3.22258 -2.02012 6.29093
H 3.41692 -0.69738 3.89601
H -0.26266 -0.94354 1.83035
H 2.71550 1.28260 -0.43301
H 3.42769 -0.26882 -0.93931
H 4.90952 1.57491 -1.56400
H 4.34411 3.19398 0.22566
H 6.07973 2.87109 0.23081
H 5.12965 2.77466 2.54450
H 6.02308 0.53295 3.15208
H 7.06809 1.33090 1.97865
H 6.69310 -1.03455 1.33668
H 5.87745 -0.63539 -0.97962
H 6.97330 0.65303 -0.47848
H 4.51016 -1.39634 2.38094
H 4.38303 -1.76435 0.67269
H 2.82885 2.03833 1.83048
H 3.48357 1.07922 3.13899
```

Lowest unoccupied orbital energy in Ha: 0.006
Frontier orbital gap in eV: 6.15
HOMO in eV: -6.0



Entry 2:
Here is an isolated ion of composition C7H3Cl2O5 and charge -1 at a distorted geometry from the OMol25 dataset. Energies are from the ωB97M-V functional and the def2-TZVPD basis.

```
17
Properties=species:S:1:pos:R:3
O -3.03021 0.35329 2.17562
C -2.82799 0.64543 1.00557
O -3.47577 0.38200 0.03051
C -1.35757 0.82167 0.93890
O -0.86037 1.42448 -0.33216
C 0.32324 1.17687 -0.64933
C 1.16089 2.14389 -1.09786
Cl 0.76059 3.83832 -1.42412
C 0.83666 -0.18405 -0.28281
C 0.53607 -0.85106 0.84024
Cl 1.26920 -2.22127 1.30380
C -0.67104 -0.29446 1.68188
O -1.21605 -1.19012 2.47172
O -0.46420 1.11965 1.99879
H 2.01219 1.71335 -1.40008
H 1.58052 -0.68684 -0.84400
H -2.03872 -0.86078 2.82515
```

Lowest unoccupied orbital energy in Ha: 0.110
Frontier orbital gap in eV: 8.01
HOMO in eV: -5.0
Net charge: -1



Entry 3:
Here is an isolated ion of composition C3H7N2Si and charge +1 at a distorted geometry from the OMol25 dataset. Energies are from the ωB97M-V functional and the def2-TZVPD basis.

```
13
Properties=species:S:1:pos:R:3
Si 1.97198 0.09095 0.04709
N 0.19902 -0.10716 -0.15951
C -0.81980 1.03805 0.55428
C -2.04677 0.54029 0.38246
N -1.93750 -0.66042 -0.31105
C -0.68225 -1.00386 -0.48938
H 2.59164 -1.16719 0.49820
H 2.28999 0.87829 1.10469
H 2.47109 0.55885 -1.34520
H -0.29011 1.90042 1.11585
H -2.93578 1.01258 0.70037
H -2.75460 -1.36498 -0.43005
H -0.65327 -2.06106 -0.87196
```

Lowest unoccupied orbital energy in Ha: -0.131
Frontier orbital gap in eV: 11.51
HOMO in eV: -15.1
Net charge: +1